Molecular formula: C19H47HgO19S5
Method: DFT, ωB97M-V/def2-TZVPD

As for the energy above the lowest of the compared OMol25 structures with the same formula, charge and spin: 0.0 kcal/mol. The HOMO energy is -2.28 eV. The energy comes out at -4325.79388 a.u. As for the largest force on an atom: 10.290 eV/A. As for the HOMO-LUMO gap: 4.02 eV.

```
! RIJCOSX wB97M-V def2-TZVPD def2/J DEFGRID3
* xyz -1 1
Hg 0.761 -1.092 -1.218
C 4.193 -0.329 0.280
C 4.370 -1.439 -0.763
C 5.008 -2.690 -0.106
O 3.271 -1.729 -1.492
H 3.484 -0.574 1.084
H 3.796 0.623 -0.089
H 5.131 -0.098 0.806
H 5.157 -0.941 -1.389
H 5.305 -3.426 -0.849
H 4.118 -3.079 0.404
H 5.774 -2.440 0.634
C 0.193 -2.940 -3.394
O 0.841 -3.439 -4.388
O 0.803 -3.172 -2.238
O 0.041 -1.619 -3.473
O -0.578 -3.613 2.740
S 0.227 -2.530 2.260
O 0.752 -2.406 0.946
O -0.570 -1.138 2.557
C -1.706 -1.126 3.392
C -1.337 -0.394 4.682
C 1.570 -2.217 3.395
H -2.184 -2.080 3.609
H -2.518 -0.533 2.960
H -0.748 0.510 4.522
H -0.695 -0.961 5.362
H -2.260 -0.175 5.222
H 2.256 -1.522 2.909
H 2.218 -3.099 3.370
H 1.316 -1.939 4.410
O 1.244 0.346 0.558
S 1.242 1.343 1.578
O 1.826 1.088 2.867
O 1.997 2.640 0.940
C 3.162 3.153 1.648
C 3.826 4.014 0.565
C -0.405 2.126 1.694
H 3.744 2.303 1.992
H 2.848 3.795 2.473
H 4.080 3.291 -0.210
H 4.778 4.275 1.037
H 3.248 4.862 0.219
H -1.023 1.283 1.989
H -0.629 2.582 0.733
H -0.342 2.969 2.380
O 1.766 0.731 -2.301
S 2.017 1.408 -3.536
O 1.692 0.777 -4.762
O 1.253 2.852 -3.566
C 1.473 3.731 -2.462
C 1.115 5.113 -3.014
C 3.748 1.891 -3.499
H 2.512 3.815 -2.147
H 0.768 3.586 -1.644
H 1.701 5.413 -3.890
H 1.212 5.966 -2.344
H 0.124 5.017 -3.463
H 4.056 2.576 -4.287
H 4.237 0.945 -3.736
H 3.949 2.285 -2.508
O -3.967 -2.602 -1.699
S -2.881 -2.737 -0.766
O -1.682 -1.996 -0.877
O -3.410 -2.383 0.716
C -4.701 -2.790 1.160
C -4.637 -3.843 2.270
C -2.543 -4.471 -0.545
H -5.256 -3.086 0.270
H -5.092 -1.895 1.652
H -3.724 -3.699 2.848
H -4.590 -4.818 1.784
H -5.478 -3.741 2.952
H -2.073 -4.700 0.406
H -1.821 -4.620 -1.358
H -3.384 -5.126 -0.762
O -2.148 2.820 -1.648
S -2.062 1.383 -1.607
O -0.827 0.743 -1.319
O -3.067 0.953 -0.403
C -4.466 1.144 -0.621
C -5.049 1.751 0.656
C -2.764 0.614 -3.079
H -4.908 0.173 -0.857
H -4.710 1.758 -1.491
H -4.403 2.556 0.997
H -4.902 0.968 1.411
H -6.133 1.806 0.598
H -2.951 -0.436 -2.851
H -1.940 0.605 -3.796
H -3.639 1.103 -3.495
*
```